[1]
{
  "formula": "C12H32NaO4",
  "method": "wB97M-V/def2-TZVPD",
  "e_lumo_ev": -2.8,
  "e_above_lowest_ev": 1.658,
  "multiplicity": 1,
  "homo_lumo_gap_ev": 10.436,
  "energy_ev": -25563.63756,
  "total_charge": 1,
  "symbols": ["Na", "C", "C", "C", "O", "H", "H", "H", "H", "H", "H", "H", "H", "C", "C", "C", "O", "H", "H", "H", "H", "H", "H", "H", "H", "C", "C", "C", "O", "H", "H", "H", "H", "H", "H", "H", "H", "C", "C", "C", "O", "H", "H", "H", "H", "H", "H", "H", "H"],
  "positions_angstrom": [[-21.65, -22.74, 26.93], [-18.45, -18.86, 25.93], [-19.08, -20.25, 25.71], [-17.93, -21.29, 25.60], [-19.73, -20.72, 26.82], [-17.55, -18.86, 25.32], [-18.02, -18.80, 26.93], [-19.12, -18.03, 25.70], [-19.76, -20.16, 24.86], [-17.29, -21.25, 24.72], [-18.18, -22.35, 25.70], [-17.31, -21.10, 26.47], [-19.06, -20.95, 27.46], [-19.41, -23.23, 22.76], [-20.59, -23.20, 23.73], [-21.68, -24.13, 23.24], [-19.99, -23.82, 24.82], [-19.50, -24.05, 22.04], [-18.42, -23.32, 23.21], [-19.47, -22.36, 22.11], [-20.79, -22.22, 24.18], [-21.32, -25.10, 22.91], [-22.33, -23.59, 22.56], [-22.37, -24.19, 24.08], [-19.41, -24.50, 24.46], [-23.77, -25.64, 29.73], [-22.83, -25.91, 28.57], [-23.50, -26.21, 27.25], [-22.05, -24.74, 28.43], [-23.36, -25.79, 30.73], [-24.67, -26.25, 29.83], [-24.03, -24.59, 29.79], [-22.28, -26.79, 28.89], [-22.76, -26.24, 26.44], [-24.08, -25.33, 26.98], [-24.10, -27.12, 27.14], [-21.51, -24.54, 29.20], [-24.81, -19.33, 27.77], [-23.30, -19.47, 27.72], [-22.66, -19.43, 29.14], [-23.06, -20.72, 27.09], [-25.36, -19.39, 26.83], [-25.04, -18.33, 28.13], [-25.21, -20.04, 28.50], [-22.85, -18.63, 27.19], [-21.71, -19.96, 29.12], [-23.22, -20.07, 29.83], [-22.63, -18.42, 29.55], [-23.47, -20.69, 26.22]],
  "nbo_charge": [0.960, -0.635, 0.094, -0.653, -0.751, 0.223, 0.211, 0.223, 0.179, 0.223, 0.225, 0.195, 0.473, -0.655, 0.077, -0.627, -0.760, 0.221, 0.220, 0.229, 0.176, 0.232, 0.226, 0.196, 0.478, -0.652, 0.088, -0.627, -0.786, 0.219, 0.234, 0.212, 0.178, 0.215, 0.199, 0.243, 0.489, -0.639, 0.099, -0.625, -0.786, 0.214, 0.223, 0.216, 0.172, 0.214, 0.208, 0.235, 0.478]
}

[2]
{
  "formula": "C34H52F2N2O5S",
  "method": "wB97M-V/def2-TZVPD",
  "e_lumo_ev": [-1.1, -1.1],
  "multiplicity": 3,
  "homo_lumo_gap_ev": [7.254, 7.901],
  "energy_ev": -65585.57241,
  "s2": 2.0082,
  "total_charge": 0,
  "symbols": ["C", "C", "F", "C", "C", "F", "C", "O", "C", "C", "C", "C", "C", "S", "C", "C", "C", "C", "C", "O", "C", "O", "H", "H", "H", "H", "H", "H", "H", "H", "H", "H", "H", "H", "H", "H", "H", "H", "C", "C", "C", "C", "C", "C", "N", "O", "C", "C", "C", "H", "H", "H", "H", "H", "H", "H", "H", "H", "H", "H", "H", "H", "H", "H", "H", "H", "H", "C", "C", "C", "C", "C", "C", "N", "O", "C", "C", "C", "H", "H", "H", "H", "H", "H", "H", "H", "H", "H", "H", "H", "H", "H", "H", "H", "H", "H"],
  "positions_angstrom": [[-4.50, -1.45, 2.72], [-3.08, -1.55, 3.23], [-2.90, -0.74, 4.34], [-2.61, -2.94, 3.54], [-3.32, -3.91, 4.12], [-4.57, -3.75, 4.51], [-2.74, -5.25, 4.44], [-3.12, -5.84, 5.41], [-1.66, -5.70, 3.51], [-0.89, -4.69, 2.93], [0.15, -5.00, 2.07], [0.42, -6.33, 1.77], [-0.37, -7.34, 2.33], [-0.05, -9.04, 1.92], [-1.43, -7.06, 3.22], [-2.24, -8.18, 3.80], [-3.25, -8.81, 2.81], [-4.09, -7.80, 2.01], [-4.24, -8.19, 0.54], [-3.03, -8.57, -0.10], [-1.20, -3.27, 3.23], [-0.37, -2.41, 3.22], [-5.17, -1.36, 3.58], [-4.65, -0.56, 2.12], [-4.81, -2.33, 2.17], [-2.41, -1.16, 2.47], [0.75, -4.21, 1.65], [1.24, -6.56, 1.11], [1.18, -8.94, 1.41], [-1.55, -8.97, 4.11], [-2.78, -7.89, 4.69], [-2.77, -9.52, 2.15], [-3.94, -9.40, 3.41], [-3.68, -6.79, 2.05], [-5.10, -7.76, 2.41], [-4.96, -9.00, 0.44], [-4.66, -7.33, 0.01], [-2.31, -8.07, 0.29], [0.91, 2.28, -0.89], [-0.40, 2.15, -0.09], [-0.83, 3.53, 0.43], [0.02, 4.01, 1.61], [0.05, 2.97, 2.72], [0.49, 1.59, 2.24], [-0.26, 1.16, 1.02], [-1.42, 0.71, 1.35], [2.02, 1.60, 1.98], [0.29, 0.57, 3.35], [-1.43, 1.67, -1.11], [1.22, 1.31, -1.28], [0.76, 2.94, -1.74], [1.74, 2.70, -0.32], [-1.87, 3.48, 0.75], [-0.79, 4.25, -0.38], [1.04, 4.25, 1.27], [-0.39, 4.95, 1.99], [0.71, 3.30, 3.53], [-0.96, 2.89, 3.15], [2.32, 0.74, 1.39], [2.56, 1.56, 2.92], [2.37, 2.50, 1.48], [-0.74, 0.53, 3.70], [0.91, 0.83, 4.21], [0.57, -0.43, 3.03], [-1.19, 0.66, -1.46], [-1.43, 2.34, -1.96], [-2.44, 1.66, -0.70], [4.92, 5.59, -3.38], [4.19, 4.60, -4.29], [4.41, 4.97, -5.76], [3.62, 6.19, -6.20], [2.13, 6.01, -5.89], [1.87, 5.67, -4.42], [2.73, 4.55, -3.95], [2.23, 3.42, -4.35], [2.08, 6.93, -3.55], [0.40, 5.30, -4.25], [4.84, 3.25, -4.01], [4.77, 5.33, -2.33], [5.99, 5.55, -3.58], [4.63, 6.63, -3.51], [4.12, 4.12, -6.39], [5.48, 5.13, -5.93], [4.01, 7.10, -5.72], [3.75, 6.34, -7.28], [1.59, 6.92, -6.15], [1.74, 5.22, -6.52], [2.16, 6.67, -2.50], [1.23, 7.60, -3.65], [2.95, 7.51, -3.83], [0.10, 4.48, -4.89], [-0.22, 6.16, -4.50], [0.18, 5.02, -3.21], [4.65, 2.92, -2.99], [5.92, 3.34, -4.14], [4.49, 2.47, -4.69]],
  "mulliken_spin": [-0.001, 0.006, 0.000, -0.001, 0.000, 0.000, 0.000, 0.000, 0.000, 0.000, 0.000, 0.000, 0.000, 0.000, 0.000, 0.000, 0.000, 0.000, 0.000, 0.000, 0.000, 0.003, 0.000, 0.000, 0.000, -0.001, 0.000, 0.000, 0.000, 0.000, 0.000, 0.000, 0.000, 0.000, 0.000, 0.000, 0.000, 0.000, 0.036, -0.004, 0.020, -0.019, 0.025, 0.038, 0.367, 0.560, 0.013, -0.044, -0.007, -0.010, 0.001, -0.002, 0.004, 0.002, 0.000, 0.001, 0.001, 0.004, -0.009, 0.001, 0.002, 0.005, -0.001, 0.012, 0.000, 0.000, 0.000, 0.014, 0.024, 0.023, -0.020, 0.022, 0.024, 0.318, 0.585, 0.010, -0.008, -0.008, -0.006, 0.000, 0.001, 0.004, 0.002, 0.000, 0.002, 0.003, 0.004, -0.007, 0.001, 0.001, 0.001, 0.000, 0.003, 0.002, 0.000, 0.001]
}